ORCA calculation (wB97M-V/def2-TZVPD) on C15H35Cl3N5O5Zr as an isolated structure in a non-equilibrium geometry.

ORCA input file:
```
! wB97M-V def2-TZVPD RIJCOSX def2/J DEFGRID3
* xyz 1 1
Zr -0.2698 0.6504 0.4911
Cl -1.5217 2.9404 0.0867
Cl 1.9502 1.5584 1.4550
Cl -2.4251 -0.6921 0.7853
C -2.5031 1.2316 -3.7238
C -1.9647 0.1354 -2.8108
O -1.2940 0.3950 -1.8234
N -2.1846 -1.1503 -3.1685
C -2.9741 -1.6291 -4.2930
H -3.4729 0.9178 -4.1074
H -1.7648 1.4473 -4.4911
H -2.7136 2.0731 -3.0656
H -2.2039 -1.8253 -2.4154
H -2.9353 -2.7144 -4.3673
H -2.5769 -1.2510 -5.2343
H -4.0309 -1.3710 -4.1923
C -2.9039 2.2676 3.3727
C -1.4423 1.9111 3.4903
O -0.8531 1.3712 2.5541
N -0.9258 1.9954 4.6977
C 0.4245 1.4805 4.9958
H -3.5096 1.3998 3.6234
H -3.1276 2.7146 2.4047
H -3.2102 3.0947 4.0212
H -1.3591 2.4254 5.4939
H 1.3003 1.7965 4.4289
H 0.3074 0.4364 4.6748
H 0.5978 1.6219 6.0578
C 1.3341 -1.8087 -2.7476
C 0.7072 -1.9932 -1.3710
O 0.6850 -1.0403 -0.6032
N 0.2075 -3.2115 -1.1911
C -0.3653 -3.7540 0.0453
H 2.3603 -1.4581 -2.7760
H 0.6678 -1.0598 -3.1932
H 1.2269 -2.6375 -3.4481
H 0.0789 -3.8144 -1.9830
H -1.3958 -3.4257 0.1702
H 0.2465 -3.4904 0.9014
H -0.3268 -4.8381 -0.0466
C 1.0254 3.5545 -2.3743
C 1.6028 2.2223 -1.9920
O 0.9936 1.4733 -1.2266
N 2.7771 1.8350 -2.4697
C 3.5904 2.4206 -3.5325
H 0.4554 3.4023 -3.2915
H 1.8014 4.3142 -2.4820
H 0.3784 3.9788 -1.6097
H 3.2423 1.0103 -2.1278
H 2.9563 2.9151 -4.2672
H 4.1399 1.6056 -3.9997
H 4.3379 3.1538 -3.2227
C -0.4325 -2.7453 3.3152
C 0.6469 -1.7653 2.9114
O 0.4694 -1.0354 1.9381
N 1.7544 -1.8212 3.6555
C 3.0087 -1.1198 3.4261
H -1.3453 -2.5770 2.7485
H -0.7200 -2.3931 4.3143
H -0.1270 -3.7872 3.3514
H 1.7666 -2.6166 4.2744
H 3.8572 -1.7954 3.4238
H 3.0733 -0.2674 4.1011
H 2.9082 -0.6611 2.4385
*
```

Properties
Orbital gap in eV: 9.41
E_LUMO in eV: -2.1
Molar mass in g/mol: 563.06
Relative energy (zero: lowest compared OMol25 entry of this formula, charge and spin) in kJ/mol: 168.0
Highest occupied orbital energy in eV: -11.493

***

ORCA calculation (wB97M-V/def2-TZVPD) on a 10-piece molecular cluster, C28H56Cl2O27 overall in a non-equilibrium geometry.

ORCA input file:
```
! wB97M-V def2-TZVPD RIJCOSX def2/J DEFGRID3
* xyz 0 1
C -0.2945 -8.0479 -5.2867
O -0.4454 -6.8112 -4.6035
C -1.0935 -5.8549 -5.2699
O -1.8123 -6.0337 -6.2149
O -0.8165 -4.6932 -4.6907
C -1.4108 -3.5356 -5.2665
H 0.4749 -7.9778 -6.0536
H -1.2479 -8.4225 -5.6547
H 0.0568 -8.7719 -4.5493
H -0.8181 -3.1694 -6.1007
H -1.5535 -2.8221 -4.4703
H -2.3948 -3.7850 -5.6733
C 0.3089 3.4899 -1.5180
O 1.6298 3.5443 -2.0583
C 2.0992 4.7049 -2.4845
O 1.4672 5.7176 -2.6369
O 3.3956 4.5574 -2.7403
C 4.1052 5.7444 -3.0845
H -0.0061 2.4625 -1.6275
H -0.3395 4.1670 -2.0716
H 0.2807 3.7693 -0.4723
H 5.1230 5.4526 -3.3148
H 4.0928 6.4222 -2.2304
H 3.6486 6.2348 -3.9424
C 1.1157 -3.4960 5.2791
O 0.0084 -3.7596 4.4199
C -0.8880 -2.7750 4.3237
O -0.8241 -1.7244 4.9062
O -1.8338 -3.1465 3.4779
C -2.8719 -2.1869 3.2517
H 0.7936 -3.0747 6.2268
H 1.8172 -2.8177 4.7879
H 1.6336 -4.4385 5.4366
H -3.7001 -2.7558 2.8323
H -2.5683 -1.4548 2.5056
H -3.1887 -1.7396 4.1884
C -0.1575 -1.9549 -0.8619
O -0.7525 -0.6724 -0.6386
C -0.3749 0.0329 0.4291
O -0.8139 1.1231 0.6614
O 0.5429 -0.6132 1.1457
C 1.0042 -0.0679 2.3923
H -0.3593 -2.2657 -1.8824
H -0.5649 -2.6322 -0.1110
H 0.9270 -1.9734 -0.7450
H 1.5553 0.8496 2.1963
H 1.6694 -0.8350 2.7790
H 0.1954 0.0987 3.0993
C -4.1363 -8.6112 -3.4964
O -3.8643 -7.3923 -2.8144
C -4.5370 -6.3121 -3.2226
O -5.5043 -6.3273 -3.9230
O -4.0118 -5.1837 -2.7418
C -2.7754 -5.2178 -2.0650
H -5.1007 -9.0334 -3.2150
H -3.3325 -9.2872 -3.2254
H -4.1560 -8.4323 -4.5727
H -2.8546 -5.7051 -1.0868
H -2.4493 -4.2147 -1.7879
H -1.9543 -5.6997 -2.5901
C 4.3197 1.1028 0.6924
O 3.2336 2.0107 0.5455
C 3.4845 3.2908 0.8411
O 4.5560 3.7617 1.1130
O 2.3511 3.9578 0.7349
C 2.3620 5.3458 1.0657
H 4.2136 0.3327 -0.0684
H 4.2835 0.6411 1.6797
H 5.2785 1.5971 0.5568
H 1.3212 5.6480 1.1465
H 2.7840 5.9239 0.2419
H 2.8874 5.5246 1.9995
C -1.4041 8.3101 2.2517
O -0.9306 7.0573 2.7332
C -1.4092 5.9870 2.0803
O -2.0020 6.0096 1.0372
O -1.0542 4.9141 2.7609
C -1.2775 3.6169 2.2309
H -2.4198 8.5127 2.5927
H -1.3956 8.3227 1.1611
H -0.7430 9.0941 2.6085
H -0.6570 3.4129 1.3645
H -2.3231 3.5147 1.9401
H -1.0242 2.8509 2.9560
C -0.8449 5.0683 6.5293
O -0.7279 3.8792 5.7557
C 0.4576 3.4426 5.3642
O 0.5813 2.3762 4.8288
O 1.4359 4.3186 5.5954
C 2.7455 3.9255 5.2112
H -0.6644 5.9396 5.8947
H -0.1362 5.1038 7.3552
H -1.8602 5.1187 6.9074
H 2.9575 2.8696 5.3758
H 3.4331 4.5377 5.7871
H 2.9106 4.1022 4.1448
C -2.2043 -0.1221 -4.6170
O -1.1757 0.6181 -3.9875
C -0.0135 0.0039 -3.7858
O 0.3229 -1.0680 -4.2239
O 0.7254 0.8043 -3.0384
C 2.1014 0.4345 -2.8495
H -2.9867 0.5760 -4.9051
H -2.6428 -0.8330 -3.9145
H -1.8624 -0.6225 -5.5221
H 2.5824 0.3820 -3.8279
H 2.1251 -0.5531 -2.3885
H 2.5760 1.2067 -2.2568
Cl 1.8758 -5.7010 0.3896
C 0.7682 -4.8752 1.4912
Cl -0.9128 -5.3514 1.2034
H 1.0143 -5.1648 2.5031
H 0.8462 -3.8011 1.3709
*
```

Properties
Orbital gap in eV: 10.91
E_LUMO in eV: 0.3
Molar mass in g/mol: 895.63
Relative energy (zero: lowest compared OMol25 entry of this formula, charge and spin) in kJ/mol: 0.0
Structure (SMILES): COC(=O)OC.COC(=O)OC.COC(=O)OC.COC(=O)OC.COC(=O)OC.COC(=O)OC.COC(=O)OC.COC(=O)OC.COC(=O)OC.ClCCl
Highest occupied orbital energy in eV: -10.630

***

ORCA calculation (wB97M-V/def2-TZVPD) on C34H33CdClN10O2 as an isolated structure in a non-equilibrium geometry.

ORCA input file:
```
! wB97M-V def2-TZVPD RIJCOSX def2/J DEFGRID3
* xyz 0 1
Cd -0.2000 -0.2976 0.6528
Cl -1.3339 5.9534 4.6819
C -1.1431 4.3091 4.1542
C -0.5095 3.3712 4.9459
C -0.2189 2.1602 4.4855
C -0.5737 1.7624 3.1179
O -0.3435 0.5723 2.7673
C -1.2268 2.7881 2.3131
C -1.6553 2.6202 0.9941
N -1.4411 1.6160 0.2516
C -2.1555 1.4500 -0.9214
C -2.2646 2.3177 -1.9907
C -3.1828 2.0863 -3.0376
C -3.8696 0.9265 -3.1164
C -3.6908 -0.0724 -2.1261
C -4.5466 -1.2301 -2.0674
C -4.3859 -2.0448 -0.9967
C -3.4341 -1.7887 -0.0054
N -2.7078 -0.7236 0.0054
C -2.8756 0.2095 -0.9940
C -1.4648 4.0802 2.8608
H -0.2287 3.7098 5.9831
H 0.2917 1.4294 5.1721
H -2.3557 3.4052 0.7015
H -1.5307 3.0783 -2.1273
H -3.2256 2.8414 -3.8155
H -4.6126 0.7468 -3.9514
H -5.1463 -1.6115 -2.9157
H -4.7914 -3.0307 -0.8799
H -3.2806 -2.4515 0.8375
H -1.7232 4.9146 2.2450
C 0.8269 -4.3435 -1.4243
C 0.4838 -3.2571 -0.3976
N 0.2471 -2.0576 -0.7950
N 0.2622 -1.8552 -2.1369
C 0.1584 -0.5854 -2.5088
O 0.1303 0.3802 -1.6913
C -0.0512 -0.2913 -3.9456
C -0.2764 -1.2676 -4.8670
C -0.7043 -0.9843 -6.1290
C -0.8087 0.2926 -6.6045
C -0.4686 1.2686 -5.7356
C -0.1123 1.0194 -4.3920
C 0.3893 -3.4562 1.0299
C 0.7351 -4.5594 1.7691
C 0.5630 -4.6256 3.1699
C -0.0063 -3.5619 3.8527
C -0.3743 -2.4966 3.0336
N -0.1347 -2.4432 1.7488
H 1.6242 -4.0642 -2.0885
H -0.1283 -4.5334 -1.9681
H 1.1676 -5.2114 -0.8346
H -0.1543 -2.2889 -4.5811
H -0.8217 -1.8382 -6.8201
H -1.0929 0.5051 -7.6391
H -0.4371 2.3227 -6.0361
H 0.1156 1.8617 -3.7159
H 1.3049 -5.3583 1.2366
H 0.8279 -5.6030 3.6196
H -0.1774 -3.6393 4.9392
H -0.7870 -1.5659 3.5030
C 3.5695 2.5833 -0.6042
N 3.7144 2.0239 0.7080
C 4.9848 2.2214 1.3821
C 2.7762 1.1452 1.1356
N 1.9324 0.5598 0.3316
N 2.8672 0.8583 2.5150
C 3.0838 -0.5043 2.7963
N 2.1330 -1.0034 3.7106
N 4.1349 -1.1077 2.3464
H 3.8390 3.6434 -0.5358
H 2.5119 2.5434 -0.9287
H 4.2205 2.0490 -1.3248
H 5.7910 1.8336 0.8375
H 4.9389 1.5841 2.2186
H 5.1357 3.2268 1.7229
H 2.0787 0.7152 -0.6485
H 2.1497 1.2638 3.0858
H 1.2640 -0.5251 3.6802
H 2.2566 -1.8797 4.1913
H 4.1439 -2.0914 2.5647
*
```

Properties
Orbital gap in eV: 7.22
E_LUMO in eV: -0.2
Molar mass in g/mol: 761.57
Relative energy (zero: lowest compared OMol25 entry of this formula, charge and spin) in kJ/mol: 0.0
Highest occupied orbital energy in eV: -7.402

***

ORCA calculation (wB97M-V/def2-TZVPD) on a 4-piece molecular cluster, C31H72B3NO12 overall.

ORCA input file:
```
! wB97M-V def2-TZVPD RIJCOSX def2/J DEFGRID3
* xyz 0 1
C 0.3885 -5.9103 -0.7613
C -0.8557 -6.5950 -0.1967
C -1.5906 -5.7242 0.8287
C -2.6724 -4.8109 0.2099
C -2.5475 -3.3091 0.5541
C -2.3138 -2.3874 -0.6626
C -0.9268 -1.7419 -0.7412
C -0.4785 -0.9870 0.5053
C 0.9446 -0.4297 0.3582
C 1.7083 -0.3045 1.6755
C 3.2296 -0.3672 1.4788
B 3.7412 -1.8041 1.1260
O 2.8660 -2.8297 0.7499
B 2.9919 -3.9455 1.5589
O 4.2618 -4.3374 1.8995
B 5.2887 -3.5588 1.3531
C 6.5576 -4.2354 0.7499
C 6.1920 -4.7940 -0.6462
N 6.0542 -3.7715 -1.6848
O 5.0624 -2.1928 1.2883
H 0.7629 -6.4339 -1.6435
H 0.1784 -4.8763 -1.0478
H 1.1925 -5.9133 -0.0212
H -1.5372 -6.8448 -1.0152
H -0.5587 -7.5387 0.2679
H -0.8604 -5.1179 1.3750
H -2.0530 -6.3841 1.5665
H -3.6534 -5.1695 0.5271
H -2.6419 -4.9333 -0.8771
H -1.7443 -3.1883 1.2834
H -3.4604 -2.9919 1.0631
H -3.0670 -1.5945 -0.6913
H -2.4557 -2.9813 -1.5696
H -0.9512 -1.0128 -1.5611
H -0.1691 -2.4814 -1.0256
H -1.1727 -0.1545 0.6747
H -0.5137 -1.6187 1.3963
H 0.8854 0.5722 -0.0823
H 1.4897 -1.0535 -0.3567
H 1.4579 0.6647 2.1192
H 1.4091 -1.0590 2.4094
H 3.7490 -0.0672 2.3960
H 3.5339 0.3644 0.7204
H 2.0279 -4.4984 1.9781
H 6.8946 -5.0611 1.3822
H 7.3703 -3.5114 0.6468
H 6.9444 -5.5241 -0.9525
H 5.2367 -5.3224 -0.5810
H 5.0890 -3.4959 -1.8129
H 6.5880 -2.9400 -1.4633
C -5.5848 4.9489 2.2265
O -4.7597 4.5176 1.1700
C -3.3843 4.6113 1.4812
C -2.5591 3.6951 0.6063
O -2.6061 2.3271 0.9820
C -3.7993 1.6097 0.7139
C -4.0043 1.2576 -0.7405
O -4.4563 2.3807 -1.4690
C -4.2164 2.2636 -2.8520
H -5.4381 6.0133 2.4451
H -6.6165 4.7914 1.9186
H -5.3930 4.3744 3.1405
H -3.2127 4.3531 2.5346
H -3.0425 5.6444 1.3227
H -1.5142 3.9850 0.7423
H -2.8167 3.8259 -0.4473
H -4.6768 2.1296 1.1044
H -3.6845 0.6713 1.2629
H -4.7534 0.4543 -0.8011
H -3.0634 0.8778 -1.1619
H -3.1494 2.1214 -3.0576
H -4.5494 3.1880 -3.3197
H -4.7691 1.4239 -3.2903
C 3.8771 4.6492 6.5953
O 2.6300 3.9993 6.5306
C 1.6163 4.6908 7.2346
C 0.2447 4.2980 6.7356
O -0.1111 4.8899 5.4978
C 0.4563 4.3220 4.3295
C -0.2068 3.0395 3.8887
O 0.1847 1.9315 4.6832
C -0.7813 0.9041 4.5861
H 4.2575 4.6923 7.6229
H 4.5747 4.0776 5.9862
H 3.8141 5.6705 6.2020
H 1.7447 5.7747 7.1198
H 1.6811 4.4493 8.3053
H -0.4824 4.6855 7.4526
H 0.1484 3.2102 6.7012
H 1.5344 4.1804 4.4351
H 0.2834 5.0609 3.5434
H 0.0652 2.8299 2.8433
H -1.2964 3.1581 3.9319
H -1.7642 1.2514 4.9235
H -0.4660 0.0682 5.2075
H -0.8709 0.5704 3.5445
C -1.9413 -1.2702 -8.2818
O -0.9503 -0.9183 -7.3458
C 0.3604 -1.0521 -7.8617
C 1.3392 -0.2058 -7.0807
O 1.2821 1.1769 -7.3887
C 0.2148 1.9215 -6.8280
C 0.4097 2.2751 -5.3713
O 0.1655 1.1533 -4.5450
C 0.7732 1.2607 -3.2797
H -1.8776 -2.3293 -8.5588
H -2.9083 -1.0860 -7.8178
H -1.8613 -0.6647 -9.1921
H 0.3864 -0.7524 -8.9171
H 0.6768 -2.1030 -7.7955
H 2.3433 -0.5181 -7.3757
H 1.2248 -0.3829 -6.0090
H -0.7439 1.4180 -6.9716
H 0.1993 2.8585 -7.3890
H -0.2851 3.0869 -5.1125
H 1.4336 2.6407 -5.2223
H 1.8534 1.4260 -3.3716
H 0.6087 0.3215 -2.7551
H 0.3404 2.0779 -2.6891
*
```

Properties
Orbital gap in eV: 9.75
E_LUMO in eV: 0.5
Molar mass in g/mol: 683.35
Structure (SMILES): CCCCCCCCCCCB1OBOB(CCN)O1.COCCOCCOC.COCCOCCOC.COCCOCCOC
Highest occupied orbital energy in eV: -9.262

***

ORCA calculation (wB97M-V/def2-TZVPD) on a 2-piece molecular cluster, C5H11NO overall in a non-equilibrium geometry.

ORCA input file:
```
! wB97M-V def2-TZVPD RIJCOSX def2/J DEFGRID3
* xyz 0 1
C -2.0021 3.8853 -0.7677
C -1.8787 3.2988 -1.9207
N -1.8092 3.0346 -3.1036
C -0.9739 2.2488 -3.9500
H -2.5961 3.4443 0.0126
H -1.4649 4.7904 -0.5457
H -0.5611 2.8933 -4.7293
H -0.1448 1.7825 -3.4091
H -1.5905 1.5023 -4.4535
C 2.3657 -2.3909 3.0350
O 1.9019 -3.0109 1.8643
C 0.5625 -3.5777 1.9720
H 3.3878 -2.0670 2.8424
H 2.3517 -3.0757 3.8932
H 1.7436 -1.5268 3.3034
H 0.4338 -4.1659 2.8875
H 0.4967 -4.2519 1.1216
H -0.2222 -2.8136 1.9476
*
```

Properties
Orbital gap in eV: 9.28
E_LUMO in eV: 0.8
Molar mass in g/mol: 101.15
Relative energy (zero: lowest compared OMol25 entry of this formula, charge and spin) in kJ/mol: 331.0
Structure (SMILES): C=C=NC.COC
Highest occupied orbital energy in eV: -8.429

***

ORCA calculation (wB97M-V/def2-TZVPD) on a 3-piece molecular cluster, C3H11NO2 overall in a non-equilibrium geometry.

ORCA input file:
```
! wB97M-V def2-TZVPD RIJCOSX def2/J DEFGRID3
* xyz 0 1
C -0.3477 -1.7458 -0.3058
N 0.7320 -1.0714 -0.4353
C 1.0803 -0.1809 -1.5342
C 0.7728 -0.8143 -2.9276
H -0.7482 -2.3652 -1.1776
H -0.7198 -1.8192 0.7809
H 0.7444 0.8245 -1.5671
H 2.1277 -0.0199 -1.2802
H 1.6160 -0.6785 -3.6418
H 0.5463 -2.0351 -2.9433
H -0.0394 -0.2476 -3.4683
O 1.3216 3.6076 1.5287
H 0.4463 3.2525 1.3578
H 1.5652 3.7236 2.5495
O -3.3617 0.0756 4.2565
H -2.5755 0.4393 4.5673
H -3.1602 -0.9455 4.2405
*
```

Properties
Orbital gap in eV: 9.07
E_LUMO in eV: 0.4
Molar mass in g/mol: 93.13
Relative energy (zero: lowest compared OMol25 entry of this formula, charge and spin) in kJ/mol: 312.3
Structure (SMILES): C=NCC.O.O
Highest occupied orbital energy in eV: -8.626

***

ORCA calculation (wB97M-V/def2-TZVPD) on C19H16N4O2PdS as an isolated structure in a non-equilibrium geometry.

ORCA input file:
```
! wB97M-V def2-TZVPD RIJCOSX def2/J DEFGRID3
* xyz 0 1
Pd 0.7055 -0.9641 -0.2427
C 2.5555 0.6381 3.1546
C 2.0728 -0.2118 2.0245
N 1.3363 0.2749 1.0650
N 0.9112 1.5299 0.9532
C 0.1464 1.6894 -0.1217
O -0.1297 0.7516 -0.9594
C -0.4213 3.0210 -0.3840
C -1.2498 3.1898 -1.4942
C -1.7966 4.4289 -1.7753
C -1.5205 5.5120 -0.9510
C -0.7016 5.3473 0.1575
C -0.1535 4.1094 0.4445
C 2.3307 -1.6230 1.9049
C 3.0548 -2.3773 2.8325
C 3.2256 -3.7282 2.6355
C 2.6677 -4.3384 1.5137
C 1.9575 -3.5520 0.6313
N 1.8030 -2.2457 0.8094
H 2.2028 1.6544 2.9998
H 3.6452 0.6435 3.2107
H 2.1646 0.2728 4.1067
H -1.4531 2.3337 -2.1216
H -2.4395 4.5528 -2.6370
H -1.9433 6.4832 -1.1744
H -0.4935 6.1926 0.8008
H 0.4829 3.9675 1.3072
H 3.4693 -1.8813 3.6996
H 3.7813 -4.3208 3.3499
H 2.7762 -5.3977 1.3366
H 1.4851 -3.9600 -0.2535
O 0.0238 -2.2486 -1.7742
N -1.2756 -2.0234 -1.9926
C -1.6848 -2.0274 -3.2769
C -2.9950 -1.8374 -3.6184
C -3.9296 -1.6250 -2.6016
C -3.5058 -1.6205 -1.2960
C -2.1560 -1.8265 -0.9581
S -1.6148 -1.8256 0.6651
H -0.8955 -2.1948 -3.9937
H -3.2775 -1.8446 -4.6606
H -4.9722 -1.4610 -2.8394
H -4.1888 -1.4577 -0.4767
*
```

Properties
Orbital gap (alpha / beta) in eV: 6.02 / 6.02
E_LUMO (alpha / beta) in eV: -0.8 / -0.8
Molar mass in g/mol: 470.85
Relative energy (zero: lowest compared OMol25 entry of this formula, charge and spin) in kJ/mol: 0.0
Highest occupied orbital energy (alpha / beta) in eV: -6.843 / -6.842